(1)
# C44H36F9MgN7P

A structure of composition C44H36F9MgN7P at a distorted geometry (ωB97M-V/def2-TZVPD, OMol25).

```
! RIJCOSX wB97M-V def2-TZVPD def2/J DEFGRID3
* xyz 1 1
Mg 14.615 12.378 10.532
C 8.096 14.772 9.897
C 9.466 14.353 10.417
C 10.054 15.067 11.431
C 11.271 14.678 11.891
C 12.013 13.603 11.342
N 13.220 13.099 11.785
C 13.681 13.272 13.063
C 12.981 12.946 14.210
C 13.488 13.167 15.488
C 14.812 13.545 15.692
C 15.283 13.911 17.094
C 15.636 13.648 14.553
C 15.067 13.647 13.287
N 15.893 14.200 12.241
C 16.600 15.329 12.270
C 17.343 15.430 11.103
C 16.990 14.260 10.392
N 16.158 13.512 11.086
C 11.461 13.001 10.176
C 10.198 13.440 9.739
N 12.133 11.964 9.454
C 11.464 11.074 8.738
C 12.289 10.522 7.795
C 13.504 11.243 7.984
N 13.399 12.164 8.969
H 7.309 14.017 10.059
H 8.121 14.979 8.857
H 7.811 15.709 10.444
H 9.446 15.793 11.897
H 11.673 15.233 12.771
H 11.924 12.591 14.106
H 12.796 13.021 16.324
H 15.881 13.157 17.609
H 14.515 14.242 17.798
H 16.011 14.764 16.945
H 16.721 13.783 14.594
H 16.673 15.938 13.122
H 17.986 16.206 10.758
H 17.330 13.872 9.451
H 9.741 12.996 8.865
H 10.420 10.907 8.972
H 12.047 9.820 7.041
H 14.462 11.233 7.463
F 23.751 14.785 15.812
C 23.538 15.283 14.576
F 23.203 16.557 14.720
F 24.697 15.163 13.953
C 22.448 14.418 13.991
C 22.823 13.178 13.451
C 21.883 12.333 12.833
C 20.485 12.607 12.936
C 20.134 13.764 13.605
C 21.085 14.724 14.074
P 19.196 11.497 12.282
C 19.494 11.669 10.455
C 18.514 11.208 9.550
C 18.731 11.317 8.213
C 19.983 11.630 7.696
C 20.982 12.036 8.568
C 20.734 12.128 9.907
C 20.251 11.449 6.197
F 21.418 11.947 5.725
F 20.310 10.168 5.888
F 19.201 12.003 5.537
C 19.919 9.862 12.531
C 20.459 9.509 13.712
C 21.058 8.295 13.960
C 21.076 7.346 12.963
C 20.447 7.621 11.747
C 19.913 8.885 11.550
C 21.594 5.970 13.269
F 20.730 5.033 12.807
F 22.719 5.743 12.596
F 21.817 5.760 14.599
H 23.832 12.763 13.625
H 22.182 11.471 12.314
H 19.102 13.962 13.868
H 20.707 15.612 14.516
H 17.532 10.865 9.950
H 17.928 10.968 7.497
H 21.943 12.249 8.180
H 21.529 12.567 10.495
H 20.546 10.270 14.478
H 21.558 8.065 14.916
H 20.399 6.884 10.963
H 19.645 9.188 10.597
C 13.945 9.508 14.401
N 15.232 9.788 13.692
C 16.509 9.425 14.282
C 15.166 10.158 12.440
N 15.159 10.549 11.349
H 13.813 8.413 14.481
H 13.071 9.852 13.893
H 13.949 9.833 15.441
H 17.120 8.923 13.602
H 16.300 8.731 15.068
H 17.066 10.399 14.660
*
```

DFT total energy in eV: -95830.785
HOMO energy in Ha: -0.3515
Energy relative to the best compared isomer or geometry (same formula, charge and spin) in kcal per mole: 11.6
LUMO energy in Ha: -0.0759

(2)
# C44H37Br2N6O4PS2Y

A structure of composition C44H37Br2N6O4PS2Y (ωB97M-V/def2-TZVPD, OMol25).

```
! RIJCOSX wB97M-V def2-TZVPD def2/J DEFGRID3
* xyz 1 1
Y 1.049 0.015 0.271
Br 7.372 3.375 -0.023
C 5.755 2.442 0.168
C 5.597 1.189 -0.397
C 4.378 0.559 -0.227
N 3.356 1.090 0.441
C 3.520 2.299 0.994
C 4.707 3.010 0.874
C 2.351 2.868 1.721
C 2.475 3.992 2.528
C 1.337 4.522 3.115
Br 1.463 6.033 4.220
C 0.108 3.935 2.867
C 0.089 2.801 2.075
N 1.176 2.255 1.536
H 6.391 0.710 -0.951
H 4.220 -0.429 -0.639
H 4.820 3.996 1.295
H 3.435 4.450 2.706
H -0.806 4.333 3.280
H -0.854 2.324 1.840
N 1.716 -3.336 -1.459
C 1.622 -3.345 -2.890
C 2.197 -4.355 -3.659
C 2.052 -4.363 -5.034
C 1.329 -3.353 -5.658
C 0.760 -2.347 -4.900
C 0.900 -2.330 -3.508
P 0.082 -1.040 -2.512
C -0.161 0.266 -3.755
C 0.963 1.003 -4.134
C 0.867 1.986 -5.104
C -0.359 2.256 -5.700
C -1.480 1.529 -5.331
C -1.381 0.532 -4.369
C -1.583 -1.744 -2.246
C -1.832 -3.103 -2.419
C -3.077 -3.636 -2.112
C -4.088 -2.818 -1.633
C -3.849 -1.461 -1.465
C -2.605 -0.928 -1.759
H 2.662 -3.122 -1.162
H 1.503 -4.255 -1.084
H 2.756 -5.135 -3.157
H 2.500 -5.155 -5.618
H 1.208 -3.353 -6.733
H 0.198 -1.566 -5.393
H 1.920 0.816 -3.663
H 1.748 2.544 -5.389
H -0.437 3.029 -6.453
H -2.436 1.728 -5.797
H -2.260 -0.042 -4.109
H -1.061 -3.760 -2.801
H -3.254 -4.695 -2.251
H -5.059 -3.228 -1.388
H -4.633 -0.818 -1.084
H -2.428 0.127 -1.591
S 2.762 -1.975 1.289
C 2.304 -1.159 2.730
N 1.244 -0.384 2.785
C 1.004 0.052 4.080
C -0.106 0.778 4.507
C -0.208 1.129 5.839
C 0.779 0.757 6.754
C 1.868 0.006 6.354
C 1.970 -0.350 5.014
S 3.158 -1.346 4.232
H -0.879 1.052 3.802
H -1.063 1.696 6.184
H 0.684 1.039 7.793
H 2.615 -0.304 7.072
O -4.634 2.339 2.958
C -5.108 1.068 3.371
N -4.078 0.121 3.072
C -4.248 -0.933 2.227
O -5.315 -1.290 1.777
C -2.975 -1.636 1.866
C -2.885 -3.020 1.942
C -1.705 -3.631 1.563
C -0.667 -2.846 1.084
N -0.769 -1.521 0.961
C -1.901 -0.932 1.354
H -5.276 3.008 3.222
H -5.996 0.757 2.817
H -5.325 1.076 4.444
H -3.167 0.262 3.475
H -3.731 -3.595 2.294
H -1.581 -4.703 1.626
H 0.276 -3.270 0.771
H -1.966 0.141 1.202
C -0.541 3.295 -1.859
C 0.018 2.104 -1.142
O 1.243 1.821 -1.224
O -0.748 1.359 -0.444
H 0.122 4.149 -1.731
H -1.544 3.523 -1.509
H -0.572 3.064 -2.926
*
```

DFT total energy in eV: -235450.022
HOMO energy in Ha: -0.3774
Energy relative to the best compared isomer or geometry (same formula, charge and spin) in kcal per mole: 0.0
LUMO energy in Ha: -0.1072

(3)
# C44H37Cl6N7O14

A cluster of 9 separate species, C44H37Cl6N7O14 in total at a distorted geometry (ωB97M-V/def2-TZVPD, OMol25).

```
! RIJCOSX wB97M-V def2-TZVPD def2/J DEFGRID3
* xyz 0 1
O 6.588 19.138 21.650
N 6.915 17.967 21.775
O 6.490 17.022 21.124
C 7.875 17.666 22.805
C 8.164 16.331 23.047
C 9.139 16.060 24.043
C 9.746 17.143 24.656
C 9.377 18.441 24.413
C 8.440 18.775 23.452
H 7.722 15.543 22.435
H 9.492 15.050 24.213
H 10.498 16.989 25.362
H 9.934 19.212 24.917
H 8.040 19.761 23.336
O 14.391 15.116 8.826
N 13.265 14.602 9.118
O 12.697 13.859 8.383
C 12.779 14.812 10.515
C 11.788 13.899 10.851
C 11.090 14.118 12.031
C 11.484 15.148 12.848
C 12.471 16.048 12.519
C 13.165 15.880 11.289
H 11.383 13.095 10.151
H 10.261 13.493 12.389
H 10.912 15.315 13.741
H 12.652 16.892 13.221
H 13.877 16.627 10.955
O 9.907 24.839 18.307
N 10.529 23.814 18.034
O 11.769 23.740 18.043
C 9.793 22.654 17.602
C 10.523 21.514 17.391
C 9.906 20.347 16.969
C 8.500 20.408 16.803
C 7.788 21.531 17.172
C 8.424 22.709 17.556
H 11.621 21.326 17.498
H 10.450 19.425 16.851
H 7.882 19.563 16.532
H 6.704 21.523 17.246
H 7.748 23.498 17.798
O 14.688 20.862 21.422
N 13.756 20.134 21.512
O 13.849 18.927 21.680
C 12.352 20.667 21.332
C 12.110 21.933 21.772
C 10.869 22.481 21.576
C 9.887 21.731 20.937
C 10.122 20.439 20.555
C 11.324 19.875 20.825
H 12.838 22.454 22.338
H 10.561 23.438 21.950
H 8.920 22.144 20.776
H 9.380 19.787 20.027
H 11.503 18.802 20.554
O 9.627 13.152 21.606
N 10.830 13.094 21.747
O 11.351 12.894 22.839
C 11.718 13.126 20.578
C 11.245 13.478 19.329
C 12.142 13.326 18.228
C 13.408 12.797 18.504
C 13.888 12.501 19.773
C 13.047 12.713 20.832
H 10.225 13.809 19.104
H 11.682 13.528 17.265
H 14.080 12.654 17.717
H 14.834 12.074 19.820
H 13.109 12.510 21.902
O 10.816 16.693 16.592
N 11.830 16.825 17.253
O 12.903 16.989 16.783
C 11.685 16.637 18.704
C 12.808 16.509 19.507
C 12.621 16.248 20.870
C 11.331 16.295 21.390
C 10.216 16.398 20.569
C 10.381 16.582 19.218
H 13.850 16.549 19.103
H 13.355 16.021 21.605
H 11.230 16.227 22.472
H 9.247 16.293 21.085
H 9.559 16.821 18.515
O 15.393 18.394 18.518
N 14.758 19.416 18.416
O 13.578 19.506 18.768
C 15.368 20.720 17.998
C 14.592 21.804 17.683
C 15.270 22.907 17.273
C 16.612 22.859 17.109
C 17.345 21.737 17.441
C 16.736 20.586 17.780
H 13.550 21.863 17.964
H 14.722 23.816 17.088
H 17.096 23.783 16.846
H 18.439 21.698 17.349
H 17.261 19.679 18.106
Cl 8.030 14.431 17.702
C 8.823 14.564 16.106
Cl 8.158 15.920 15.266
Cl 8.714 12.991 15.255
H 9.834 14.927 16.364
Cl 13.420 18.090 25.616
C 14.109 16.962 24.418
Cl 13.066 15.484 24.412
Cl 15.794 16.473 24.719
H 14.076 17.422 23.460
*
```

DFT total energy in eV: -160437.699
HOMO energy in Ha: -0.3660
Energy relative to the best compared isomer or geometry (same formula, charge and spin) in kcal per mole: 12.1
LUMO energy in Ha: -0.0345